# C49H42N6O2S2Ti

A molecular structure, C49H42N6O2S2Ti at a distorted geometry (the ωB97M-V functional and the def2-TZVPD basis, OMol25).

Last column: Mulliken charge in e.
Geometry (Å):
Ti: 0.146 -0.093 -0.126  0.4454
O: 1.616 -1.239 -0.135  -0.0751
C: 2.956 -1.290 0.457  3.6397
C: 3.197 0.045 1.238  -1.1469
C: 2.068 0.291 2.247  -0.0683
C: 2.316 0.193 3.604  -0.5271
C: 1.332 0.468 4.526  -1.1143
C: 0.151 1.017 4.084  -0.7077
C: -0.134 1.058 2.731  0.0108
C: -1.489 1.471 2.224  -0.9195
C: -2.249 0.200 1.741  1.8515
O: -1.457 -0.406 0.631  0.5730
C: -3.670 0.601 1.147  0.2832
C: -3.753 1.771 0.448  -0.2405
C: -4.907 2.167 -0.198  -0.4343
C: -6.084 1.408 -0.103  -0.7922
C: -6.054 0.263 0.659  -0.8547
C: -4.888 -0.154 1.317  -0.4878
C: -2.476 -0.874 2.848  -0.0592
C: -1.895 -2.162 2.843  0.1025
C: -1.985 -2.954 3.986  -0.6495
C: -2.652 -2.571 5.109  -0.8877
C: -3.395 -1.419 5.031  -0.6938
C: -3.341 -0.620 3.925  -0.4196
N: 0.785 0.601 1.803  1.3337
C: 3.956 -1.507 -0.701  -0.5512
C: 4.870 -0.480 -1.068  -0.4547
C: 5.607 -0.580 -2.226  -1.0106
C: 5.371 -1.602 -3.154  -0.5441
C: 4.700 -2.728 -2.696  -0.9405
C: 3.975 -2.695 -1.483  0.1177
C: 2.957 -2.560 1.315  -0.8445
C: 4.142 -3.252 1.585  -0.2920
C: 4.209 -4.294 2.533  -0.9204
C: 3.175 -4.472 3.410  -0.5146
C: 1.973 -3.838 3.127  -0.5612
C: 1.877 -2.900 2.112  0.4926
H: 4.161 0.029 1.832  0.2848
H: 3.153 0.897 0.462  0.2684
H: 3.333 -0.131 3.960  0.3974
H: 1.422 0.407 5.624  0.4042
H: -0.630 1.232 4.795  0.5375
H: -2.016 1.949 3.050  0.6353
H: -1.375 2.204 1.430  -0.5388
H: -2.907 2.471 0.334  -0.1790
H: -4.807 2.965 -0.925  0.4519
H: -6.876 1.711 -0.795  0.3730
H: -6.946 -0.364 0.745  0.3919
H: -4.944 -1.062 1.919  0.4345
H: -1.366 -2.645 2.033  0.1932
H: -1.484 -3.926 3.864  0.4308
H: -2.584 -3.146 6.021  0.4593
H: -4.097 -1.165 5.878  0.3287
H: -3.827 0.376 4.068  0.2852
H: 4.909 0.468 -0.514  0.3385
H: 6.334 0.158 -2.464  0.4640
H: 5.787 -1.555 -4.147  0.4849
H: 4.700 -3.611 -3.317  0.4208
H: 3.463 -3.598 -1.179  0.4519
H: 5.047 -2.838 1.094  0.3629
H: 5.103 -4.952 2.548  0.3528
H: 3.285 -5.158 4.290  0.3592
H: 1.085 -3.968 3.706  0.4065
H: 0.884 -2.472 1.936  -0.6378
C: 0.495 4.972 1.190  -0.8232
N: -0.044 4.823 -0.165  0.3176
C: -0.603 5.917 -0.884  -0.9608
C: -1.134 5.446 -2.007  -0.1540
N: -0.925 4.056 -2.021  0.6657
C: -0.215 3.685 -0.924  -0.1881
S: 0.805 2.297 -0.787  -0.3756
C: -1.507 3.105 -2.975  0.0374
C: -1.525 3.445 -4.366  -1.1342
C: -2.222 2.578 -5.199  -0.5377
C: -3.030 1.570 -4.596  -0.9517
C: -2.919 1.324 -3.246  -0.2271
N: -2.097 2.047 -2.455  0.5637
H: 1.035 5.918 1.230  0.4413
H: 1.301 4.208 1.384  0.2128
H: -0.273 4.931 1.998  0.2685
H: -0.717 6.883 -0.398  0.4460
H: -1.743 5.907 -2.801  0.4497
H: -0.929 4.249 -4.719  0.5958
H: -2.176 2.812 -6.251  0.4917
H: -3.726 0.986 -5.231  0.3659
H: -3.425 0.470 -2.796  0.4121
N: -1.803 -2.726 -0.939  -0.2083
C: -0.801 -2.356 -1.720  0.4388
N: -0.460 -1.034 -1.923  0.6561
C: 0.460 -0.891 -3.034  -0.4772
C: 0.697 0.256 -3.813  -0.0076
C: 1.341 0.202 -5.048  -0.8119
C: 1.857 -1.007 -5.455  -0.6691
C: 1.724 -2.151 -4.677  -0.4747
C: 0.908 -2.119 -3.496  0.8802
S: 0.153 -3.504 -2.658  -0.3013
H: -2.337 -1.952 -0.524  -0.0763
H: -2.203 -3.637 -1.133  0.2960
H: 0.433 1.208 -3.429  0.3369
H: 1.438 1.113 -5.688  0.3905
H: 2.326 -1.053 -6.457  0.3650
H: 2.089 -3.117 -5.027  0.4469

Values from the calculation:
E_HOMO (spin up / spin down), eV: -9.340 / -10.499
Molecular weight, g mol⁻¹: 858.92
HOMO-LUMO gap (spin up / spin down), eV: 7.2 / 8.3
LUMO level (spin up / spin down), eV: -2.19 / -2.18
Energy relative to the best compared isomer or geometry (same formula, charge and spin), kcal/mol: 35.3
Multiplicity: 2
Charge: +1
Energy, hartree: -4017.19640

***

# C49H43As2BrN2O2Re

A molecular structure, C49H43As2BrN2O2Re (the ωB97M-V functional and the def2-TZVPD basis, OMol25).

Last column: Mulliken charge in e.
Geometry (Å):
Re: -0.256 0.384 -0.098  0.1395
O: 3.310 -2.805 2.938  -0.6606
C: 3.616 -2.933 1.614  0.6923
C: 4.688 -3.758 1.299  -0.7900
C: 5.053 -3.933 -0.023  -0.5775
C: 4.359 -3.289 -1.044  -1.5338
C: 3.285 -2.480 -0.731  0.0858
C: 2.902 -2.295 0.599  0.5828
C: 1.690 -1.483 0.945  -0.6160
O: 1.005 -1.040 -0.217  -0.3810
N: 2.042 -0.308 1.728  -0.1448
N: 1.084 0.689 1.504  -0.0795
C: 1.182 1.765 2.219  -0.6265
C: 0.458 2.955 1.924  0.4231
Br: -0.318 2.932 0.170  -0.1489
C: 0.397 4.111 2.631  -0.6495
C: 0.864 4.323 3.975  0.7581
C: 1.251 5.628 4.324  -0.5533
C: 1.770 5.881 5.578  -0.6632
C: 1.868 4.848 6.504  -0.3944
C: 1.437 3.561 6.189  -0.7083
C: 0.935 3.295 4.931  -0.3466
H: 2.642 -2.126 3.083  0.3300
H: 5.221 -4.247 2.104  0.5175
H: 5.890 -4.577 -0.258  0.4474
H: 4.656 -3.428 -2.075  0.5066
H: 2.724 -1.986 -1.515  0.4906
H: 0.982 -2.079 1.534  -0.0687
H: 2.972 0.034 1.501  0.3946
H: 1.907 1.798 3.028  0.9520
H: -0.029 4.978 2.132  0.4381
H: 1.162 6.429 3.601  0.3772
H: 2.082 6.881 5.844  0.4242
H: 2.259 5.052 7.492  0.4176
H: 1.472 2.782 6.937  0.4186
H: 0.522 2.317 4.716  0.6008
C: -0.597 -0.434 -3.749  -0.7811
C: -1.823 -1.076 -3.145  -1.5161
As: -1.553 -1.577 -1.291  1.4764
C: -3.342 -1.940 -0.745  0.4202
C: -4.298 -0.932 -0.879  -0.1884
C: -5.622 -1.201 -0.581  -0.8622
C: -5.990 -2.467 -0.140  -0.6562
C: -5.039 -3.467 -0.007  -0.8606
C: -3.707 -3.211 -0.311  -0.5575
C: -0.565 -3.194 -1.196  0.7322
C: -0.017 -3.749 -2.346  -0.9797
C: 0.681 -4.947 -2.255  -0.8976
C: 0.829 -5.576 -1.028  -0.7659
C: 0.261 -5.027 0.117  -1.0678
C: -0.442 -3.838 0.034  -0.5541
As: -0.039 1.038 -2.619  1.1238
C: -0.617 2.652 -3.452  0.6654
C: -1.928 2.739 -3.921  -0.5088
C: -2.326 3.870 -4.615  -0.8134
C: -1.421 4.904 -4.830  -0.5934
C: -0.123 4.817 -4.349  -0.8679
C: 0.291 3.687 -3.655  -0.1657
C: 1.885 1.044 -2.660  0.1826
C: 2.637 1.641 -1.649  -0.0892
C: 4.022 1.611 -1.710  -0.8348
C: 4.657 0.996 -2.780  -0.6793
C: 3.908 0.427 -3.800  -0.9238
C: 2.520 0.445 -3.745  -0.3185
H: -0.795 -0.043 -4.748  0.7221
H: 0.255 -1.111 -3.801  0.4960
H: -2.160 -1.963 -3.686  0.6480
H: -2.664 -0.382 -3.116  0.4810
H: -4.021 0.059 -1.224  0.4209
H: -6.372 -0.430 -0.700  0.4704
H: -7.026 -2.676 0.092  0.4566
H: -5.332 -4.456 0.318  0.4823
H: -2.979 -4.006 -0.233  0.4552
H: -0.139 -3.284 -3.315  0.3497
H: 1.104 -5.391 -3.146  0.4858
H: 1.376 -6.507 -0.963  0.4667
H: 0.359 -5.534 1.068  0.5016
H: -0.908 -3.429 0.924  0.5963
H: -2.642 1.940 -3.754  0.2649
H: -3.337 3.945 -4.991  0.4618
H: -1.732 5.782 -5.380  0.4243
H: 0.576 5.624 -4.523  0.4527
H: 1.311 3.616 -3.299  0.4040
H: 2.159 2.166 -0.831  0.4749
H: 4.610 2.083 -0.933  0.5063
H: 5.737 0.976 -2.829  0.4784
H: 4.402 -0.027 -4.648  0.4758
H: 1.958 0.009 -4.561  0.5386
C: -1.680 0.171 0.907  1.7038
C: -2.669 -0.022 1.889  0.9049
C: -3.757 0.867 1.967  -0.2434
C: -4.686 0.710 2.974  -0.9389
C: -4.541 -0.332 3.887  -0.4173
C: -3.472 -1.222 3.815  -0.9784
C: -2.529 -1.068 2.821  -0.1795
H: -3.854 1.665 1.243  0.5392
H: -5.527 1.385 3.050  0.4943
H: -5.278 -0.453 4.671  0.4715
H: -3.383 -2.023 4.535  0.5055
H: -1.689 -1.747 2.744  0.4512

Values from the calculation:
E_HOMO, eV: -14.832
Molecular weight, g mol⁻¹: 1107.85
HOMO-LUMO gap, eV: 5.1
LUMO level, eV: -9.71
Energy relative to the best compared isomer or geometry (same formula, charge and spin), kcal/mol: 16.7
Multiplicity: 1
Charge: +3
Energy, hartree: -9275.86456

***

# C49H43BrN5O6SSiTi

A molecular structure, C49H43BrN5O6SSiTi at a distorted geometry (the ωB97M-V functional and the def2-TZVPD basis, OMol25).

Last column: Mulliken charge in e.
Geometry (Å):
Ti: 0.207 -0.591 0.336  -0.2437
O: -2.727 2.524 0.921  -0.5700
C: -1.585 1.862 0.954  -0.0715
O: -0.876 1.717 -0.001  -0.3322
C: -1.150 1.326 2.278  0.2267
C: -1.514 1.798 3.517  -0.7114
C: -0.769 1.390 4.624  -0.9494
C: 0.348 0.594 4.443  -1.2275
C: 0.605 0.118 3.169  0.2433
N: -0.168 0.435 2.137  2.0653
C: 1.839 -0.678 2.736  0.8185
O: 2.716 -0.918 3.535  -0.7641
O: 1.799 -0.948 1.477  -0.1119
H: -2.897 2.713 -0.019  0.4391
H: -2.337 2.495 3.603  0.6242
H: -1.034 1.737 5.614  0.4895
H: 1.022 0.346 5.252  0.6313
C: -6.151 1.447 -3.855  -1.0901
C: -5.689 1.905 -2.478  -0.9276
N: -5.253 0.797 -1.639  0.2346
C: -6.306 0.057 -0.937  -0.4255
C: -6.329 0.298 0.569  -1.0235
C: -3.957 0.382 -1.608  -0.0413
S: -2.779 1.116 -2.560  -0.3115
N: -3.805 -0.725 -0.821  0.4863
C: -2.849 -1.248 -0.115  -2.0620
O: -1.745 -0.718 0.322  -0.3002
C: -3.168 -2.631 0.376  0.6928
C: -4.153 -3.407 -0.234  -0.5519
C: -4.395 -4.698 0.209  -0.9712
C: -3.670 -5.224 1.272  -0.5372
C: -2.708 -4.450 1.900  -0.4344
C: -2.464 -3.162 1.448  0.8051
H: -6.533 2.300 -4.421  0.4017
H: -6.946 0.701 -3.781  0.3185
H: -5.312 1.017 -4.401  0.2624
H: -6.498 2.420 -1.954  0.4803
H: -4.857 2.592 -2.595  0.4150
H: -6.175 -1.007 -1.129  0.1506
H: -7.255 0.371 -1.369  0.5428
H: -5.366 0.040 1.005  0.1198
H: -7.097 -0.328 1.029  0.3512
H: -6.552 1.344 0.796  0.3494
H: -4.712 -2.993 -1.061  0.4797
H: -5.148 -5.300 -0.285  0.4181
H: -3.857 -6.238 1.604  0.4193
H: -2.136 -4.842 2.733  0.4729
H: -1.721 -2.547 1.919  0.1025
Br: -0.531 -5.090 -5.599  -0.1926
C: -0.129 -3.711 -4.363  -0.1944
C: 1.178 -3.287 -4.210  -0.7662
C: 1.463 -2.282 -3.299  -0.3715
C: 0.450 -1.697 -2.543  -0.5933
C: -0.852 -2.142 -2.715  0.2384
C: -1.149 -3.142 -3.622  -0.5145
N: 0.755 -0.635 -1.635  0.6351
C: 1.598 0.279 -2.076  -0.5843
C: 2.076 1.289 -1.204  0.5317
C: 2.910 2.327 -1.646  -1.1648
C: 3.387 3.235 -0.736  -0.3939
C: 3.034 3.089 0.608  -1.1271
C: 2.190 2.059 0.957  -0.2821
N: 1.699 1.176 0.087  0.7034
H: 1.969 -3.737 -4.795  0.4620
H: 2.491 -1.978 -3.142  0.5357
H: -1.646 -1.669 -2.165  0.2012
H: -2.172 -3.474 -3.751  0.5990
H: 1.914 0.279 -3.112  0.5610
H: 3.160 2.395 -2.697  0.5112
H: 4.031 4.049 -1.047  0.4263
H: 3.402 3.766 1.366  0.4689
H: 1.903 1.938 1.995  0.4516
O: 0.198 -2.404 0.268  0.2433
Si: 1.024 -3.740 0.734  1.1292
C: 0.236 -5.223 -0.106  0.7171
C: 0.809 -6.497 -0.014  -0.3788
C: 0.226 -7.592 -0.635  -0.8380
C: -0.948 -7.435 -1.362  -0.9647
C: -1.528 -6.179 -1.470  -0.9154
C: -0.937 -5.085 -0.851  0.9045
C: 0.939 -4.018 2.605  1.3537
C: 1.599 -5.109 3.178  -0.5811
C: 1.592 -5.324 4.549  -0.8099
C: 0.914 -4.452 5.389  -0.8749
C: 0.243 -3.367 4.845  -0.8065
C: 0.265 -3.163 3.473  0.3168
C: 2.831 -3.720 0.231  0.7573
C: 3.834 -3.313 1.116  -0.2515
C: 5.170 -3.339 0.739  -0.8057
C: 5.529 -3.772 -0.531  -0.6993
C: 4.546 -4.175 -1.425  -0.6915
C: 3.211 -4.149 -1.044  -0.6147
H: 1.732 -6.633 0.542  0.2735
H: 0.692 -8.569 -0.564  0.4343
H: -1.405 -8.290 -1.845  0.4133
H: -2.442 -6.050 -2.041  0.4787
H: -1.384 -4.104 -0.940  -0.2469
H: 2.138 -5.804 2.542  0.1772
H: 2.127 -6.169 4.966  0.4290
H: 0.912 -4.617 6.460  0.3788
H: -0.288 -2.676 5.491  0.4792
H: -0.263 -2.313 3.068  -0.7122
H: 3.573 -2.966 2.110  0.2964
H: 5.932 -3.022 1.442  0.4564
H: 6.574 -3.807 -0.819  0.4006
H: 4.822 -4.519 -2.416  0.4427
H: 2.451 -4.482 -1.745  0.5852

Values from the calculation:
E_HOMO (spin up / spin down), eV: -6.520 / -7.673
Molecular weight, g mol⁻¹: 985.84
HOMO-LUMO gap (spin up / spin down), eV: 5.5 / 6.7
LUMO level (spin up / spin down), eV: -1.00 / -0.96
Energy relative to the best compared isomer or geometry (same formula, charge and spin), kcal/mol: 32.0
Multiplicity: 2
Energy, hartree: -6729.71528

***

# C49H43Cl4N8O5RbS

A molecular structure, C49H43Cl4N8O5RbS (the ωB97M-V functional and the def2-TZVPD basis, OMol25).

Last column: Mulliken charge in e.
Geometry (Å):
Rb: 1.658 -1.113 0.332  0.6291
Cl: 2.923 -6.781 5.665  -0.2861
C: 2.992 -5.902 4.150  0.0576
C: 2.371 -4.670 4.062  -0.4950
C: 2.371 -3.910 2.884  -0.3163
N: 1.617 -2.745 2.767  0.0531
C: 1.359 -2.013 3.837  0.0100
O: 1.825 -2.072 4.997  -0.8421
C: 0.306 -0.915 3.627  0.1731
C: -0.053 -0.144 4.734  -0.5475
C: -1.011 0.842 4.592  -0.5277
C: -1.591 1.042 3.347  -0.8717
C: -1.173 0.234 2.300  -0.2195
N: -0.256 -0.723 2.434  0.2795
C: 3.077 -4.425 1.753  -0.1799
C: 3.704 -5.672 1.881  -0.5635
C: 3.658 -6.409 3.051  0.0606
Cl: 4.468 -7.962 3.107  -0.2892
N: 3.052 -3.727 0.538  0.3161
C: 3.982 -3.953 -0.371  0.0900
O: 5.026 -4.645 -0.359  -0.7802
C: 3.739 -3.287 -1.717  0.5873
C: 3.571 -4.117 -2.830  -0.7390
C: 3.451 -3.554 -4.081  -0.2695
C: 3.521 -2.169 -4.201  -0.7812
C: 3.683 -1.426 -3.049  -0.1130
N: 3.782 -1.959 -1.827  -0.3428
H: 1.870 -4.272 4.930  0.5272
H: 0.445 -0.352 5.670  0.4827
H: -1.305 1.449 5.442  0.4163
H: -2.357 1.790 3.183  0.6409
H: -1.583 0.352 1.301  0.4294
H: 4.255 -6.061 1.041  0.5543
H: 3.550 -5.188 -2.681  0.4441
H: 3.300 -4.177 -4.955  0.4406
H: 3.429 -1.675 -5.161  0.3610
H: 3.710 -0.343 -3.091  0.4710
C: 0.027 -5.487 -2.663  -0.6045
C: -0.096 -4.598 -1.603  -0.7766
C: -0.133 -3.235 -1.843  -0.0985
C: -0.011 -2.767 -3.148  0.0517
C: 0.059 -3.651 -4.214  -0.2321
C: 0.088 -5.015 -3.969  -0.3511
N: 0.041 -1.373 -3.458  -0.8979
N: 0.610 -0.713 -2.583  1.4508
C: 0.602 0.696 -2.822  -0.0426
C: -0.514 1.341 -3.347  -0.3901
C: -0.452 2.714 -3.474  -0.6452
C: 0.706 3.383 -3.090  -0.5195
C: 1.748 2.639 -2.566  -0.5528
N: 1.700 1.316 -2.412  0.0856
H: 0.071 -6.552 -2.470  0.3818
H: -0.145 -4.959 -0.584  0.4148
H: -0.290 -2.527 -1.042  0.5083
H: 0.123 -3.254 -5.220  0.4312
H: 0.172 -5.711 -4.795  0.3647
H: -1.417 0.783 -3.549  0.3427
H: -1.310 3.262 -3.844  0.4372
H: 0.790 4.459 -3.170  0.4018
H: 2.664 3.122 -2.235  0.2841
C: 6.179 3.963 0.477  -1.4743
C: 4.802 3.379 0.182  0.0600
C: 4.136 2.837 1.440  -1.0456
S: 2.555 2.041 1.051  0.6706
O: 2.118 1.288 2.261  -0.6125
C: 1.488 3.521 0.930  -0.6455
C: 0.732 3.803 2.221  0.0400
C: 1.603 4.273 3.379  -1.4587
H: 6.649 4.342 -0.431  0.4071
H: 6.837 3.205 0.905  0.3445
H: 6.111 4.787 1.191  0.3111
H: 4.887 2.572 -0.550  0.2254
H: 4.170 4.148 -0.274  0.1774
H: 3.992 3.604 2.201  0.3697
H: 4.722 2.023 1.873  0.5297
H: 0.789 3.294 0.122  0.0316
H: 2.109 4.363 0.612  0.4756
H: 0.202 2.897 2.516  -0.1530
H: -0.028 4.556 1.991  0.6322
H: 2.261 3.470 3.712  0.2612
H: 0.983 4.561 4.229  0.4185
H: 2.212 5.139 3.100  0.3192
Cl: -8.331 1.642 -2.137  -0.2222
C: -7.127 2.888 -2.031  0.8499
C: -7.479 4.177 -2.402  -0.5987
C: -6.539 5.188 -2.313  -0.3243
C: -5.262 4.912 -1.849  -0.8592
C: -4.932 3.618 -1.479  1.0550
Cl: -3.342 3.305 -0.881  0.0417
C: -5.851 2.562 -1.570  -1.7793
N: -5.512 1.240 -1.232  0.0111
C: -5.376 0.924 0.127  0.7736
C: -6.051 1.654 1.105  -0.3612
C: -5.939 1.321 2.448  -0.8001
C: -5.152 0.250 2.832  -0.7014
C: -4.483 -0.479 1.855  -0.6846
C: -4.574 -0.171 0.506  0.8191
C: -3.846 -1.023 -0.509  -1.7009
C: -2.793 -0.261 -1.352  0.8188
O: -3.236 0.292 -2.403  -0.9988
O: -1.617 -0.253 -0.952  -0.1050
H: -8.482 4.372 -2.755  0.4188
H: -6.802 6.197 -2.602  0.3407
H: -4.517 5.691 -1.766  0.4315
H: -4.725 0.872 -1.815  0.4831
H: -6.670 2.493 0.809  0.3972
H: -6.469 1.908 3.189  0.3590
H: -5.040 -0.012 3.876  0.3884
H: -3.850 -1.308 2.150  0.2666
H: -4.570 -1.457 -1.205  0.4582
H: -3.338 -1.830 0.019  0.4348

Values from the calculation:
E_HOMO, eV: -1.518
Molecular weight, g mol⁻¹: 1083.28
HOMO-LUMO gap, eV: 4.6
LUMO level, eV: 3.11
Energy relative to the best compared isomer or geometry (same formula, charge and spin), kcal/mol: 18.8
Multiplicity: 1
Charge: -2
Energy, hartree: -4970.48242

***

- Among the records above, which one has the lowest energy?
  C49H43As2BrN2O2Re

***

- The highest energy belongs to which entry?
  C49H42N6O2S2Ti